Version a
Here is 8 unconnected molecules or ions with the total composition H16O8 from OMol25. Energies are from ωB97M-V/def2-TZVPD.

Results
Orbital gap (eV): 9.6975
E_HOMO (eV): -9.81
SMILES: O.O.O.O.O.O.O.O

Last columns: bonded neighbours and bond lengths (Å).
Geometry (Å):
1 O 0.74405 -0.87012 -1.34827  H2 0.964, H3 0.964
2 H 1.11573 -1.75820 -1.39465  O1 0.964
3 H 1.47842 -0.29552 -1.59227  O1 0.964
4 O 0.23761 0.16916 1.59424  H5 0.964, H6 0.964
5 H -0.43704 -0.12808 0.97337  O4 0.964
6 H 1.05976 0.10596 1.09518  O4 0.964
7 O -0.92413 2.61185 -0.61154  H8 0.964, H9 0.964
8 H -0.70068 2.16395 -1.43522  O7 0.964
9 H -0.27374 3.32013 -0.54583  O7 0.964
10 O -3.23379 -1.96988 0.61510  H11 0.964, H12 0.964
11 H -4.18311 -2.11610 0.69511  O10 0.964
12 H -3.02295 -2.27900 -0.27315  O10 0.964
13 O -2.92156 0.26240 -1.07083  H14 0.964, H15 0.964
14 H -2.33899 1.01575 -1.21943  O13 0.964
15 H -3.30107 0.42754 -0.20038  O13 0.964
16 O 0.25140 2.79572 1.22096  H17 0.964, H18 0.964
17 H -0.16279 2.03151 1.63740  O16 0.964
18 H 1.02695 2.43089 0.78003  O16 0.964
19 O 4.03544 0.13613 -0.50752  H20 0.964, H21 0.964
20 H 3.58759 0.19824 0.34369  O19 0.964
21 H 3.31667 0.10313 -1.14883  O19 0.964
22 O 1.48444 -2.68326 0.42119  H23 0.964, H24 0.964
23 H 2.22044 -3.19145 0.78040  O22 0.964
24 H 0.94134 -2.48072 1.19126  O22 0.964

***

Version b
Here is 8 unconnected molecules or ions with the total composition H16O8 from OMol25. Energies are from ωB97M-V/def2-TZVPD.

Results
Orbital gap (eV): 11.3205
E_HOMO (eV): -11.08
SMILES: O.O.O.O.O.O.O.O

Last columns: bonded neighbours and bond lengths (Å).
Geometry (Å):
1 O -0.31196 0.56581 -2.05231  H2 1.004, H3 1.003
2 H -0.80849 -0.23044 -1.69567  O1 1.004
3 H 0.64885 0.28655 -1.98707  O1 1.003
4 O -1.65189 -1.77364 -0.88047  H5 1.001, H6 0.934
5 H -1.91444 -0.99672 -0.30683  O4 1.001
6 H -2.49504 -2.08931 -1.12815  O4 0.934
7 O 2.10834 -0.36970 -1.13281  H8 1.147, H9 1.023
8 H 2.86253 0.20112 -1.78137  O7 1.147
9 H 2.06103 0.21699 -0.29578  O7 1.023
10 O -0.83828 2.37151 -0.16380  H11 1.004, H12 1.003
11 H -0.56308 1.76054 -0.91123  O10 1.004
12 H -1.27155 3.18464 -0.55920  O10 1.003
13 O 1.80766 1.33444 1.00285  H14 1.101, H15 1.038
14 H 1.22880 0.84464 1.80062  O13 1.101
15 H 1.16919 2.12204 0.77887  O13 1.038
16 O -2.25162 0.24375 0.97274  H17 1.020, H18 1.038
17 H -1.53574 0.06251 1.67595  O16 1.020
18 H -1.83783 1.11215 0.58335  O16 1.038
19 O 0.09843 -0.58900 2.33685  H20 1.182, H21 1.128
20 H 0.47140 -0.96464 1.28048  O19 1.182
21 H 0.74857 -1.24282 2.98713  O19 1.128
22 O 0.91149 -2.11774 0.24772  H23 0.981, H24 1.000
23 H 1.31917 -1.69183 -0.53649  O22 0.981
24 H 0.04445 -2.24088 -0.23539  O22 1.000

***

Ordering by calculated energy gives the sequence version b, version a, with the first entry being the most stable.

***

Version a
Here is 8 unconnected molecules or ions with the total composition H16O8 from OMol25. Energies are from ωB97M-V/def2-TZVPD.

Results
Orbital gap (eV): 11.0533
E_HOMO (eV): -10.96
SMILES: O.O.O.O.O.O.O.O

Last columns: bonded neighbours and bond lengths (Å).
Geometry (Å):
1 O -0.35008 -0.10977 0.02038  H2 0.964, H3 0.964
2 H -1.21373 0.28096 -0.15402  O1 0.964
3 H -0.53563 -0.81917 0.64593  O1 0.964
4 O -1.39232 2.51959 1.03550  H5 0.964, H6 0.964
5 H -1.91830 3.31450 0.89243  O4 0.964
6 H -0.53728 2.73051 0.64382  O4 0.964
7 O 4.17102 0.64080 2.47613  H8 0.964, H9 0.964
8 H 3.32731 0.22211 2.68069  O7 0.964
9 H 4.72696 -0.08673 2.17510  O7 0.964
10 O -3.54331 0.41124 0.45477  H11 0.964, H12 0.964
11 H -3.79647 0.96735 -0.29064  O10 0.964
12 H -4.30742 -0.16016 0.59122  O10 0.964
13 O -3.38120 -3.08879 0.55226  H14 0.964, H15 0.964
14 H -3.14902 -2.20625 0.24207  O13 0.964
15 H -3.21991 -3.65544 -0.21055  O13 0.964
16 O 3.93830 -1.29123 -1.23796  H17 0.964, H18 0.964
17 H 3.01840 -1.00712 -1.19265  O16 0.964
18 H 4.32463 -0.72753 -1.91765  O16 0.964
19 O -0.01599 3.39892 -1.96167  H20 0.964, H21 0.964
20 H -0.04472 4.12208 -2.59822  O19 0.964
21 H -0.88768 3.41353 -1.55064  O19 0.964
22 O 0.88626 -2.58417 -1.17891  H23 0.964, H24 0.964
23 H 0.67199 -2.08199 -0.38462  O22 0.964
24 H 1.03940 -3.47937 -0.85620  O22 0.964

***

Version b
Here is 8 unconnected molecules or ions with the total composition H16O8 from OMol25. Energies are from ωB97M-V/def2-TZVPD.

Results
Orbital gap (eV): 10.8333
E_HOMO (eV): -11.06
SMILES: O.O.O.O.O.O.O.O

Last columns: bonded neighbours and bond lengths (Å).
Geometry (Å):
1 O 0.73435 -0.47805 -1.40523  H2 0.933, H3 0.973
2 H 0.51704 -0.46110 -2.31262  O1 0.933
3 H 1.67273 -0.22254 -1.36289  O1 0.973
4 O 0.59662 2.09022 -2.48911  H5 0.953, H6 0.965
5 H 0.45161 1.42828 -1.81889  O4 0.953
6 H 1.25287 1.71557 -3.08850  O4 0.965
7 O -2.96366 -0.09539 1.26415  H8 0.944, H9 0.959
8 H -2.02998 -0.19188 1.36880  O7 0.944
9 H -3.26974 0.78656 1.48292  O7 0.959
10 O -0.62457 -3.71048 -0.57132  H11 0.952, H12 0.923
11 H 0.08550 -4.04426 -0.03244  O10 0.952
12 H -0.46680 -2.81142 -0.43469  O10 0.923
13 O 2.78497 -0.34404 1.92362  H14 0.952, H15 0.896
14 H 3.30603 0.30531 2.38464  O13 0.952
15 H 3.09708 -1.17144 2.06939  O13 0.896
16 O -0.34134 -0.87678 0.96093  H17 0.993, H18 0.942
17 H 0.20185 -0.58366 0.18331  O16 0.993
18 H 0.37966 -1.14323 1.50466  O16 0.942
19 O -1.76611 1.14907 -0.74766  H20 0.946, H21 0.966
20 H -2.41204 0.60936 -0.31611  O19 0.946
21 H -1.63149 0.50992 -1.45892  O19 0.966
22 O 0.32324 2.61256 1.31052  H23 0.950, H24 0.912
23 H -0.15876 3.13050 0.67714  O22 0.950
24 H 0.26095 1.79693 0.90830  O22 0.912

***

Ordering by calculated energy gives the sequence version a, version b, with the first entry being the most stable.